{
  "formula": "C33H61N2O11",
  "method": "ωB97M-V/def2-TZVPD",
  "species": ["O", "O", "O", "O", "O", "O", "O", "O", "O", "O", "O", "N", "N", "C", "C", "C", "C", "C", "C", "C", "C", "C", "C", "C", "C", "C", "C", "C", "C", "C", "C", "C", "C", "C", "C", "C", "C", "C", "C", "C", "C", "C", "C", "C", "C", "C", "H", "H", "H", "H", "H", "H", "H", "H", "H", "H", "H", "H", "H", "H", "H", "H", "H", "H", "H", "H", "H", "H", "H", "H", "H", "H", "H", "H", "H", "H", "H", "H", "H", "H", "H", "H", "H", "H", "H", "H", "H", "H", "H", "H", "H", "H", "H", "H", "H", "H", "H", "H", "H", "H", "H", "H", "H", "H", "H", "H", "H"],
  "positions_angstrom": [[5.1939, -3.7884, 4.8955], [3.6276, -2.4367, 5.7388], [-1.2138, -0.3767, -0.0073], [-3.1558, -0.4081, 3.3886], [0.2409, 1.2073, -4.4577], [-1.9827, -2.3898, -3.2618], [-4.6869, 2.4602, -3.4387], [-3.1073, -0.4946, 1.9657], [-0.0884, -0.3936, 1.9704], [0.1521, 3.4084, -4.6857], [-2.3615, -0.9696, -4.9326], [2.9368, 1.1156, 3.0651], [-0.7598, 2.4406, 0.1712], [-3.0340, 2.8277, -0.7271], [-4.4217, 2.2776, -1.0841], [2.4765, 1.5825, 1.9776], [-1.4925, 2.3983, -3.2624], [-1.8615, 1.8371, -0.6919], [-1.9132, -2.3268, -6.8030], [-2.7860, 0.7761, 1.4588], [-2.5777, -1.0282, -6.3602], [-2.0914, -3.2142, -5.5686], [0.4713, 5.7156, 1.0885], [5.9868, -1.8164, 5.8955], [3.4197, 1.8069, 0.8287], [-0.9026, -3.1289, 1.7841], [6.6323, -3.8426, 4.8533], [4.7833, -2.6626, 5.5269], [0.3776, 1.4868, 0.5175], [1.6619, -3.6034, 1.7596], [-0.3004, 2.4125, -4.1994], [0.0161, -0.0513, 0.6138], [-4.9069, 1.8867, -4.7173], [2.5387, -4.1771, 2.8843], [0.4564, -2.8600, 2.4246], [0.7800, -1.3539, 2.5953], [-0.2182, 3.7331, -0.4058], [1.2717, -4.7158, 0.7876], [1.0509, -0.8485, -0.1575], [-2.2659, 0.5535, 0.0414], [7.0919, -2.3982, 5.0149], [-1.2517, 1.4583, -2.0563], [-4.5906, 1.5183, -2.3903], [-2.1229, -2.2113, -4.4356], [1.0358, 2.0193, 1.7852], [-0.6634, 4.9933, 0.3577], [-1.2825, -3.9233, -5.4212], [-0.1737, 1.3326, -1.9478], [4.4274, 1.6005, 1.1811], [3.2110, 1.1768, -0.0353], [8.0919, -2.3148, 5.4338], [-3.6541, -1.0268, -6.5402], [0.8283, -4.3435, -0.1372], [3.1289, -3.3923, 3.3538], [-5.7808, 2.3529, -5.1696], [-5.0925, 0.8113, -4.6535], [-0.3328, 0.5143, -4.1024], [-1.1694, -4.1731, 1.9488], [-0.5206, 3.8008, -1.4425], [-4.0365, 2.0404, -5.3599], [2.2862, -2.8710, 1.2420], [6.1861, -1.9563, 6.9591], [1.8269, -1.1563, 2.3619], [6.9733, -4.4808, 5.6703], [-3.0424, -3.7490, -5.5740], [0.7150, 5.2659, 2.0500], [1.3693, 5.7088, 0.4670], [1.0825, 3.1129, 1.7251], [-2.0041, 1.2121, 2.0956], [0.5939, -5.4262, 1.2598], [-3.1241, 3.2600, 0.2754], [-1.6867, -2.5290, 2.2336], [0.8683, 3.6819, -0.3928], [-1.6199, 0.4626, -2.3102], [-0.8512, -2.1542, -6.9801], [-2.1401, -0.1423, -6.8136], [-2.3290, 2.0292, -3.8548], [-4.8428, 1.6716, -0.2813], [-2.8260, 3.6732, -1.3812], [-3.6509, 1.4421, 1.5004], [2.0364, -0.8045, 0.3001], [-1.1807, 2.7120, 1.0601], [3.3920, 2.8539, 0.5128], [2.1728, -5.2600, 0.5004], [-2.2270, -0.5630, 3.6309], [3.2352, -4.9249, 2.5014], [-3.7919, 0.7931, -2.5869], [0.6984, -1.8731, -0.2416], [-2.3446, -2.7334, -7.7140], [6.9311, -4.2889, 3.9084], [-3.0685, 0.1196, -0.5575], [7.0892, -1.8998, 4.0446], [5.7824, -0.7672, 5.7033], [-5.5224, 0.9436, -2.3306], [0.3957, -3.2660, 3.4350], [0.4410, 1.7751, 2.6649], [1.9405, -4.6559, 3.6594], [0.6870, -1.1140, 3.6573], [-5.0784, 3.1456, -1.1695], [2.2141, 1.0172, 3.7780], [-0.9166, -2.9730, 0.7063], [-1.6547, 3.4383, -3.0078], [-1.4955, 4.7807, 1.0327], [-1.0619, 5.6896, -0.3817], [1.1045, 1.6108, -0.2821], [0.2172, 6.7630, 1.2377], [1.1304, -0.4486, -1.1692]],
  "e_above_lowest_kj_mol": 0.0,
  "e_homo_ev": -11.8130,
  "energy_ev": -60704.22545,
  "charge": 1,
  "e_lumo_ev": -2.0,
  "homo_lumo_gap_ev": 9.79
}

---

{
  "formula": "C22H36N5OPbSb",
  "method": "ωB97M-V/def2-TZVPD",
  "species": ["Pb", "Sb", "O", "N", "N", "N", "N", "N", "C", "C", "C", "C", "C", "C", "C", "C", "C", "C", "C", "C", "C", "C", "C", "C", "C", "C", "C", "C", "C", "C", "H", "H", "H", "H", "H", "H", "H", "H", "H", "H", "H", "H", "H", "H", "H", "H", "H", "H", "H", "H", "H", "H", "H", "H", "H", "H", "H", "H", "H", "H", "H", "H", "H", "H", "H", "H"],
  "positions_angstrom": [[0.4842, -0.3068, -1.4064], [1.4842, 2.4180, 1.0813], [-1.3717, -1.3982, -0.6251], [0.6149, 0.7246, -3.6436], [-1.5936, -2.4450, -2.6931], [-0.0734, -0.6543, 3.2527], [-0.7210, -1.5200, -3.0862], [-0.1642, -3.2667, 6.0647], [-1.5570, -1.7750, -5.3889], [-3.0628, -3.0504, -0.9527], [-3.6297, -4.0247, -1.8296], [-5.3255, -4.4725, -0.2069], [-1.9573, -2.2519, -1.3773], [1.3659, 1.3416, -6.2449], [2.9365, 3.3917, 3.5391], [-0.6851, -1.1738, -4.3499], [0.2189, -0.0547, -4.6763], [-4.7720, -3.5170, 0.6741], [1.0826, 5.3838, 0.5890], [0.2141, -1.9009, 3.9704], [-3.6572, -2.8163, 0.3115], [1.8783, 2.3449, 3.1888], [0.2131, 4.1465, 0.8067], [1.3521, 1.8023, -3.9061], [-4.7640, -4.7075, -1.4590], [-0.5776, -2.0414, 5.2770], [4.3541, 1.7094, 0.1305], [3.3637, 2.8678, 0.1482], [0.5824, 0.2193, -5.9807], [1.7424, 2.1547, -5.1934], [3.9154, 3.1525, 3.1264], [3.0434, 3.4080, 4.6259], [-3.2517, -2.0510, 0.9582], [1.6594, 1.5767, -7.2598], [1.7371, 5.5974, 1.4326], [-0.9891, -0.6817, 2.8191], [-0.3741, 4.1905, 1.7238], [0.2826, -0.4388, -6.7848], [3.1361, 3.2461, -0.8476], [-0.0633, 0.1329, 3.8923], [-0.4813, -4.1349, 5.6270], [-1.9506, -1.0129, -6.0604], [4.0459, 0.9093, -0.5442], [-0.9584, -2.4697, -5.9915], [-2.3734, -2.3335, -4.9460], [5.3161, 2.0761, -0.2294], [-3.1471, -4.2349, -2.7711], [4.5240, 1.2885, 1.1216], [-1.6480, -2.1163, 5.0961], [-0.4540, 3.9521, -0.0302], [3.7153, 3.7029, 0.7600], [-0.5550, -3.2474, 7.0117], [2.1921, 1.3322, 3.4307], [0.4116, 6.2401, 0.4853], [-0.3989, -1.1838, 5.9237], [0.9139, 2.5598, 3.6491], [2.3335, 3.0456, -5.3563], [0.8530, -3.3290, 6.1627], [1.6305, 2.4208, -3.0602], [0.0077, -2.7392, 3.3035], [1.2828, -1.9210, 4.1999], [2.6530, 4.4010, 3.2420], [1.6759, 5.3329, -0.3229], [-5.2031, -5.4391, -2.1228], [-5.2540, -3.3293, 1.6238], [-6.2027, -5.0299, 0.0978]],
  "e_homo_ev": [-19.1357, -19.0833],
  "energy_ev": -44640.77795,
  "charge": 4,
  "e_lumo_ev": [-13.2, -13.3],
  "homo_lumo_gap_ev": [5.92, 5.78]
}

---

{
  "formula": "C24H28BrInN9O2S3",
  "method": "ωB97M-V/def2-TZVPD",
  "species": ["In", "Br", "S", "S", "S", "O", "O", "N", "N", "N", "N", "N", "N", "N", "N", "N", "C", "C", "C", "C", "C", "C", "C", "C", "C", "C", "C", "C", "C", "C", "C", "C", "C", "C", "C", "C", "C", "C", "C", "C", "H", "H", "H", "H", "H", "H", "H", "H", "H", "H", "H", "H", "H", "H", "H", "H", "H", "H", "H", "H", "H", "H", "H", "H", "H", "H", "H", "H"],
  "positions_angstrom": [[-0.3422, -0.6035, 0.4806], [-1.6889, 0.9611, -7.3649], [-5.1731, -1.1718, -0.3597], [-1.6322, -1.3645, 2.8742], [-2.2658, 3.8116, 2.3675], [0.1169, -2.2675, -3.2789], [-0.8113, -1.5089, -1.4195], [-2.7683, -0.6251, 0.3230], [-3.0157, -2.8279, -0.3689], [-1.6309, 0.3886, 4.8169], [0.2514, 2.8191, 2.4187], [1.0690, -0.6075, 2.8038], [-1.4623, 1.5914, 1.3563], [-2.8743, 1.4391, -3.4640], [1.7571, -2.2514, 0.9590], [0.3982, 0.0723, 3.7363], [-4.8108, 0.4116, 0.2258], [2.7494, -1.6955, 1.6745], [-1.0269, 2.6392, 1.9840], [-1.8969, 0.7033, -5.4950], [-2.8183, 1.6489, 1.1412], [2.0484, -3.1912, 0.0823], [-2.1975, 0.4974, -2.8304], [-3.4908, 0.5154, 0.5426], [3.2249, 0.9121, -1.9360], [-1.3501, -0.4093, -3.4598], [-0.9212, -0.2262, 3.8601], [0.9194, 1.8433, -2.3131], [-0.5954, -1.4787, -2.6922], [2.3339, -0.7558, 2.7305], [4.3808, -3.0457, 0.5470], [-1.1814, -0.2835, -4.8355], [-3.4973, -1.6033, -0.1371], [3.3231, -0.0938, 3.6433], [-3.4161, 2.7784, 1.6093], [3.3452, -3.6468, -0.1456], [1.4793, 0.6668, -0.1967], [-2.7468, 1.5348, -4.7732], [4.0797, -2.0530, 1.4670], [1.7249, 0.7124, -1.6817], [-2.0165, -2.8438, -0.5685], [-0.5041, -0.9410, -5.3618], [3.5349, -4.4442, -0.8462], [3.4041, 1.0250, -3.0015], [-2.3250, 0.4754, -1.7566], [3.7977, 0.0597, -1.5783], [-3.3290, 2.3028, -5.2619], [4.8803, -1.5778, 2.0090], [-0.1231, 1.7835, -1.9978], [5.4062, -3.3479, 0.3932], [0.8424, 0.7022, 4.4063], [1.3191, 1.6728, 0.1789], [3.5925, 0.8897, 3.2541], [4.2374, -0.6713, 3.7360], [2.2894, 0.1812, 0.3333], [0.4956, 3.7717, 2.6486], [-2.5931, 0.1129, 4.9340], [1.3111, 2.8136, -2.0073], [3.5802, 1.8092, -1.4341], [1.2128, -3.6044, -0.4678], [-5.5854, 1.1480, 0.2827], [0.9467, 1.7923, -3.3987], [-4.4504, 3.0460, 1.5567], [1.4452, -0.2348, -2.1486], [0.9622, 2.3117, 1.9051], [2.9027, 0.0286, 4.6406], [-1.2219, 0.9945, 5.5107], [-3.5989, -3.4914, -0.8516]],
  "e_above_lowest_kj_mol": 93.9,
  "e_homo_ev": -10.5565,
  "energy_ev": -150566.53442,
  "charge": 1,
  "e_lumo_ev": -3.3,
  "homo_lumo_gap_ev": 7.27
}

---

{
  "formula": "C4H8S",
  "method": "ωB97M-V/def2-TZVPD",
  "species": ["S", "C", "C", "C", "C", "H", "H", "H", "H", "H", "H", "H", "H"],
  "positions_angstrom": [[-2.1837, -0.4737, 0.0119], [0.1848, 1.3283, -0.4593], [-0.7491, 0.5732, 0.5443], [0.9749, -1.3214, -0.1497], [0.5736, 0.0531, 0.4269], [-0.0308, 1.0433, -1.4889], [0.4442, -1.4779, -1.0747], [-0.8732, 1.0684, 1.5100], [2.1167, -1.4419, -0.2446], [1.0841, 0.2448, 1.3782], [0.7791, -2.1807, 0.5216], [-2.9823, 0.3347, -0.7242], [0.6616, 2.2495, -0.2515]],
  "smiles": "C[C@H]1C[C@H]1S",
  "e_above_lowest_kj_mol": 95.7,
  "e_homo_ev": -9.0272,
  "energy_ev": -15111.39326,
  "charge": 0,
  "e_lumo_ev": 0.9,
  "homo_lumo_gap_ev": 9.96
}

---

{
  "formula": "C32H34As2BF6N3O3RuS2",
  "method": "ωB97M-V/def2-TZVPD",
  "species": ["Ru", "As", "As", "S", "S", "F", "F", "F", "F", "F", "F", "O", "O", "O", "N", "N", "N", "C", "C", "C", "C", "C", "C", "C", "C", "C", "C", "C", "C", "C", "C", "C", "C", "C", "C", "C", "C", "C", "C", "C", "C", "C", "C", "C", "C", "C", "C", "C", "C", "B", "H", "H", "H", "H", "H", "H", "H", "H", "H", "H", "H", "H", "H", "H", "H", "H", "H", "H", "H", "H", "H", "H", "H", "H", "H", "H", "H", "H", "H", "H", "H", "H", "H", "H"],
  "positions_angstrom": [[-0.7282, 0.3764, -0.7493], [3.1559, 2.1140, -3.9157], [-0.5423, 2.5629, -2.8871], [-3.0404, 0.3836, -0.5737], [-1.5020, -0.7260, 1.6750], [4.4475, 1.6944, -5.0665], [1.8036, 2.5241, -2.4292], [1.5047, 2.7699, -5.0127], [3.6343, 3.8458, -3.9507], [4.2242, 1.8861, -2.5157], [2.7405, 0.2781, -3.7639], [-1.4000, 1.9618, 1.9084], [-0.5925, 2.3508, -1.1534], [0.8133, 1.3973, 1.6023], [1.4007, 0.2292, -0.9484], [-6.4427, -1.0872, 0.1479], [-4.1224, -2.6491, 3.4976], [-1.9688, -4.9078, -1.3973], [-3.0199, -0.5805, 0.8747], [-0.0616, 3.6662, 4.8765], [-2.4214, 2.6984, -3.3605], [-1.0545, 3.2440, 3.9799], [3.1568, 2.6190, 6.1964], [-0.7823, -4.1228, -1.7655], [-0.6490, 2.4975, 2.9069], [-0.7353, -1.6159, -1.0261], [-3.8720, -5.2075, 0.0804], [0.6889, -6.0223, -2.5260], [-3.5567, -6.7017, -1.7710], [1.2102, -3.7802, -3.2035], [-0.2000, 0.9192, -3.8015], [-2.7302, -4.5158, -0.2859], [-0.7482, -2.7940, -1.3729], [-4.1563, -1.2170, 1.3454], [0.6858, 2.1678, 2.7274], [-2.4137, -6.0077, -2.1412], [2.3631, 3.8279, 5.6803], [1.2838, 3.3594, 4.6999], [0.3621, -4.6589, -2.5119], [-4.2889, -6.3107, -0.6569], [3.3183, 4.7868, 4.9581], [1.6663, 2.5907, 3.5836], [1.7702, 4.5497, 6.8891], [2.6269, -5.5968, -3.8977], [-0.0562, 4.3557, -3.2662], [1.8032, -6.4819, -3.2134], [-5.4136, -1.1342, 0.6674], [2.3242, -4.2394, -3.8842], [-4.1231, -2.0085, 2.5374], [-0.5040, 1.2450, 1.0908], [3.5002, -5.9584, -4.4267], [2.7002, 2.3405, 3.3803], [0.0879, -6.7211, -1.9600], [1.8522, 0.2011, -0.0432], [2.7706, 5.6381, 4.5481], [1.7106, 1.1056, -1.4048], [-0.3765, 4.5781, -4.2807], [4.0782, 5.1643, 5.6497], [-0.3725, 4.2515, 5.7305], [1.7562, -0.5261, -1.5223], [3.9081, 2.9420, 6.9238], [-2.4057, -3.6593, 0.2948], [-3.8821, -7.5480, -2.3649], [1.0768, 3.9088, 7.4382], [-0.5250, 1.0814, -4.8280], [2.9501, -3.5257, -4.4067], [-2.8824, 3.4957, -2.7788], [-2.9528, 1.7685, -3.1632], [0.8395, 0.6240, -3.7951], [-2.4863, 2.9355, -4.4237], [-2.0963, 3.4934, 4.1305], [-0.6017, 4.9455, -2.5300], [3.8283, 4.2908, 4.1308], [1.2403, 5.4593, 6.5974], [0.9766, -2.7226, -3.2147], [3.6730, 2.1000, 5.3884], [2.0316, -7.5417, -3.2083], [2.5761, 4.8365, 7.5695], [-1.8841, -6.2946, -3.0398], [-0.8395, 0.1598, -3.3396], [1.0171, 4.4691, -3.1827], [-5.1845, -6.8506, -0.3741], [2.4913, 1.9010, 6.6808], [-4.4341, -4.8784, 0.9467]],
  "e_above_lowest_kj_mol": 325.4,
  "e_homo_ev": [-1.4668, -3.4693],
  "energy_ev": -207264.52790,
  "charge": -2,
  "e_lumo_ev": [3.6, 3.0],
  "multiplicity": 5,
  "homo_lumo_gap_ev": [5.07, 6.51],
  "s2": 6.051
}

---

{
  "formula": "C29H37AlN3O5S",
  "method": "ωB97M-V/def2-TZVPD",
  "species": ["S", "Al", "O", "O", "O", "O", "O", "N", "N", "N", "C", "C", "C", "C", "C", "C", "C", "C", "C", "C", "C", "C", "C", "C", "C", "C", "C", "C", "C", "C", "C", "C", "C", "C", "C", "C", "C", "C", "C", "H", "H", "H", "H", "H", "H", "H", "H", "H", "H", "H", "H", "H", "H", "H", "H", "H", "H", "H", "H", "H", "H", "H", "H", "H", "H", "H", "H", "H", "H", "H", "H", "H", "H", "H", "H", "H"],
  "positions_angstrom": [[1.6450, 0.1084, -2.2078], [-0.4201, -0.7948, 0.3410], [-0.9904, -2.0634, 1.8519], [-1.4615, -1.9662, -0.5801], [-2.5604, -2.0110, -2.5092], [1.4080, 1.3527, -2.9000], [2.8568, 0.0523, -1.4182], [0.3821, -0.4169, -1.3764], [1.3985, -1.0663, 1.2839], [-1.3842, 0.5299, 0.9977], [2.2377, -3.0050, -5.5601], [0.7609, 3.5290, -0.5823], [-4.1816, 0.9185, 1.8006], [-3.8382, 0.1181, 3.0613], [-0.1977, -1.1963, 4.0157], [2.3929, -4.0266, -6.6486], [1.8512, -1.1358, -3.5252], [-0.7789, -0.4304, -2.2290], [2.9447, -0.1566, 2.8554], [-1.6920, -1.5652, -1.7855], [2.1100, -0.7157, -4.8158], [1.9697, -3.4143, -4.2580], [-0.9644, 2.9163, 1.1183], [3.7511, -1.3516, 0.9616], [-1.8182, 1.7714, 1.2102], [-2.7474, 4.4023, 1.7896], [4.0185, -0.6019, 2.1029], [2.4389, -1.5324, 0.5841], [1.4303, 3.1550, 1.8142], [0.4790, -0.0388, 3.2725], [-1.4351, 4.1779, 1.4103], [-4.3222, 0.0232, 0.5719], [-3.5949, 3.3124, 1.8810], [-3.1679, 2.0263, 1.6127], [2.3038, -1.6442, -5.8276], [1.7706, -2.4880, -3.2488], [-0.4901, -2.3965, 3.1166], [0.4713, 2.7456, 0.6956], [1.6488, -0.4299, 2.4494], [-1.7782, -1.4972, 1.8797], [0.0798, 3.2170, -1.3687], [3.1051, 0.4042, 3.7654], [-3.9555, 0.7473, 3.9441], [4.5452, -1.7511, 0.3515], [1.9082, -4.4719, -4.0391], [0.6306, 1.6832, 0.4748], [0.4374, -2.9470, 2.9334], [-5.1601, 1.3899, 1.9734], [2.1346, 0.3465, -5.0065], [2.7770, -3.5788, -7.5609], [0.6423, 4.6006, -0.4273], [-0.7641, 5.0269, 1.3419], [1.4246, -4.4749, -6.8685], [3.0657, -4.8245, -6.3416], [5.0340, -0.3917, 2.4060], [-1.1260, -0.8212, 4.4502], [-1.1955, -3.0718, 3.6218], [2.5029, -1.3049, -6.8354], [-4.5534, 0.6300, -0.3008], [2.4553, 2.9070, 1.5468], [-2.8026, -0.2037, 3.0102], [-3.3926, -0.5007, 0.3705], [-5.1255, -0.6994, 0.7137], [-3.1041, 5.4017, 2.0094], [1.3733, 4.2253, 2.0038], [-0.2534, 0.3844, 2.5617], [1.5212, -2.8137, -2.2496], [-1.3668, 0.4899, -2.1163], [-4.4842, -0.7536, 3.1634], [1.7722, 3.3304, -0.9275], [2.1846, -2.1116, -0.2908], [0.7686, 0.7123, 4.0085], [-4.6261, 3.4740, 2.1832], [1.1790, 2.6402, 2.7377], [0.4331, -1.5383, 4.8403], [-0.5110, -0.5463, -3.2842]],
  "e_homo_ev": -2.9918,
  "energy_ev": -62819.33706,
  "charge": -1,
  "e_lumo_ev": 2.3,
  "homo_lumo_gap_ev": 5.32
}

---

Q: Number 1 is which compound?
A: C33H61N2O11